22
Properties=species:S:1:pos:R:3:forces:R:3 method="wB97M-V/def2-TZVPD" energy_ha=-909.87352 total_charge=0 relative_energy_kcal_mol=90.0 e_lumo_ev=0.67 spin_multiplicity=1
C -0.873 1.861 0.077 -0.7 0.0 -0.6
C -2.305 1.913 -0.537 2.7 2.2 -0.6
C 2.388 -0.459 0.831 -1.0 -1.6 6.1
C 1.276 -1.863 -0.939 -0.6 -0.3 0.7
C 1.145 -1.276 0.522 0.3 -0.7 -1.8
N -0.603 0.463 0.083 -0.3 0.2 0.1
N -0.059 2.784 0.361 0.4 -2.3 0.4
N -0.156 -0.713 1.002 1.1 1.2 -0.9
O -1.735 -1.450 -1.101 0.5 -0.7 -0.8
O -2.716 -0.839 0.966 -2.2 0.5 2.3
S -1.600 -0.793 0.147 2.5 0.0 -1.4
H -2.508 0.985 -0.972 -0.7 -1.1 -0.7
H -2.270 2.649 -1.378 -0.6 -0.2 1.1
H -2.901 2.114 0.316 -1.2 0.5 0.3
H 2.981 -1.096 1.681 -1.1 1.3 -2.1
H 3.048 -0.343 0.070 1.5 0.8 -2.3
H 2.141 0.413 1.458 0.2 0.2 -0.9
H 2.266 -2.351 -1.160 -1.0 0.2 0.9
H 1.272 -1.046 -1.644 -0.6 0.3 -0.4
H 0.425 -2.574 -1.086 0.9 0.6 -0.4
H 1.119 -2.089 1.169 0.4 -1.8 1.1
H -0.335 3.709 0.135 -0.8 0.8 -0.2